{"formula": "C32H27ILiN5O8S", "method": "wB97M-V/def2-TZVPD", "homo_lumo_gap_ev": 6.28, "e_above_lowest_ev": 0.4276, "homo_ha": -0.0900, "lumo_energy_ev": 3.83, "e_tot_ha": -2814.967251, "total_charge": -2, "species": ["Li", "C", "C", "C", "C", "N", "C", "C", "C", "C", "C", "C", "N", "C", "C", "C", "C", "C", "N", "H", "H", "H", "H", "H", "H", "H", "H", "H", "H", "H", "C", "C", "C", "C", "C", "C", "C", "S", "O", "O", "N", "C", "C", "C", "O", "O", "H", "H", "H", "H", "H", "H", "H", "H", "H", "H", "H", "H", "I", "O", "C", "O", "C", "C", "C", "C", "C", "C", "N", "O", "O", "H", "H", "H", "H"], "coordinates": [[0.3814, 0.8908, -0.2448], [-3.2247, 0.1840, 2.3394], [-4.1473, -0.3556, 1.4651], [-3.7677, -0.6220, 0.1574], [-2.4659, -0.3378, -0.2272], [-1.5661, 0.1729, 0.6189], [-1.9390, 0.4320, 1.8669], [-1.9768, -0.5458, -1.6213], [-2.8318, -0.6989, -2.7085], [-2.2789, -0.7934, -3.9735], [-0.9066, -0.7217, -4.1245], [-0.1265, -0.5754, -2.9829], [-0.6568, -0.5129, -1.7686], [1.3562, -0.4344, -3.0298], [2.1175, -0.9360, -4.0788], [3.4937, -0.7739, -4.0315], [4.0556, -0.1286, -2.9450], [3.2150, 0.3337, -1.9372], [1.8973, 0.1874, -1.9842], [-3.4811, 0.4487, 3.3551], [-5.1596, -0.5615, 1.7914], [-4.4749, -1.0446, -0.5434], [-1.1907, 0.8730, 2.5161], [-3.9044, -0.6870, -2.5759], [-2.9209, -0.8764, -4.8419], [-0.4544, -0.7210, -5.1061], [1.6476, -1.4597, -4.9007], [4.1170, -1.1616, -4.8288], [5.1256, 0.0034, -2.8576], [3.6066, 0.8008, -1.0414], [-3.2981, 0.1145, 6.3613], [-2.4473, -0.8850, 5.6318], [-2.9288, -2.1549, 5.3290], [-2.1363, -3.0885, 4.6789], [-0.8345, -2.7548, 4.3389], [-0.3344, -1.4859, 4.6179], [-1.1457, -0.5563, 5.2480], [0.1836, -3.9655, 3.5470], [1.4971, -3.8495, 4.1109], [-0.5182, -5.2239, 3.5971], [0.2610, -3.5808, 1.9612], [0.6816, -2.2339, 1.5056], [2.1632, -1.9577, 1.6699], [2.5361, -0.5306, 1.2146], [3.7406, -0.3115, 1.0078], [1.5765, 0.2841, 1.1049], [-4.3417, -0.2036, 6.3864], [-3.2349, 1.1032, 5.8964], [-2.9534, 0.2236, 7.3929], [-3.9436, -2.4170, 5.6075], [-2.5060, -4.0790, 4.4505], [0.6807, -1.2267, 4.3442], [-0.7801, 0.4479, 5.4304], [-0.5978, -3.8938, 1.5263], [0.0992, -1.4506, 1.9896], [0.4185, -2.1931, 0.4473], [2.7595, -2.6685, 1.0954], [2.4683, -2.0724, 2.7115], [-2.4062, 3.4717, 4.3827], [-1.0365, 2.5403, -3.2604], [-1.1408, 2.5592, -2.0228], [-0.2344, 2.4080, -1.1660], [-2.5675, 2.6699, -1.4618], [-3.6472, 2.5167, -2.3298], [-4.9432, 2.5079, -1.8523], [-5.1444, 2.6670, -0.4875], [-4.0972, 2.8371, 0.4032], [-2.8025, 2.8361, -0.1014], [-6.5222, 2.6345, 0.0187], [-7.4247, 2.4311, -0.7836], [-6.7000, 2.7223, 1.2160], [-3.4309, 2.3991, -3.3836], [-5.7935, 2.3790, -2.5056], [-4.2703, 2.9405, 1.4664], [-1.9650, 2.9297, 0.5772]], "forces_ev_per_a": [[0.21, -0.24, -0.02], [0.07, 0.04, -0.02], [-0.04, -0.07, 0.02], [-0.01, -0.05, 0.01], [0.05, -0.02, 0.00], [-0.05, -0.03, 0.08], [-0.04, -0.11, 0.00], [-0.01, -0.05, 0.02], [-0.01, -0.02, -0.01], [-0.03, 0.00, 0.01], [0.03, 0.01, 0.01], [0.01, 0.00, -0.02], [-0.02, 0.06, 0.01], [-0.01, 0.00, -0.01], [0.01, 0.01, -0.01], [-0.01, 0.00, -0.01], [0.00, 0.01, 0.01], [0.02, 0.01, 0.00], [0.00, -0.06, 0.05], [0.02, 0.05, 0.00], [-0.01, 0.02, 0.00], [0.00, 0.00, 0.00], [-0.01, 0.03, -0.01], [0.01, 0.01, 0.00], [0.00, 0.00, 0.00], [0.00, 0.00, 0.00], [0.00, 0.00, 0.00], [0.00, 0.00, 0.00], [0.00, 0.00, 0.00], [0.00, -0.01, 0.02], [-0.02, 0.02, -0.01], [0.01, 0.00, 0.01], [0.00, 0.00, 0.00], [0.00, 0.01, -0.01], [0.00, -0.02, 0.00], [0.00, 0.01, 0.01], [0.00, 0.00, 0.00], [-0.01, 0.00, 0.02], [0.00, 0.01, -0.01], [0.01, 0.01, 0.01], [-0.01, -0.03, -0.02], [0.02, 0.00, -0.01], [0.01, 0.01, -0.02], [0.00, -0.01, 0.03], [0.00, 0.01, 0.00], [0.01, 0.05, -0.07], [0.00, 0.00, 0.00], [0.01, -0.03, -0.01], [0.00, 0.00, 0.00], [0.00, 0.00, 0.00], [0.00, 0.00, 0.00], [0.00, -0.01, 0.00], [0.00, 0.00, 0.00], [0.01, 0.00, -0.02], [-0.01, -0.01, 0.03], [-0.01, 0.04, 0.01], [-0.01, -0.02, 0.02], [0.00, 0.02, 0.00], [-0.05, -0.07, 0.00], [0.00, 0.11, 0.01], [0.04, -0.35, -0.06], [-0.08, 0.25, 0.01], [-0.03, 0.09, -0.01], [-0.01, 0.08, 0.00], [-0.01, 0.03, -0.01], [-0.01, 0.17, -0.01], [0.06, 0.04, -0.01], [-0.08, 0.04, 0.02], [0.07, -0.68, 0.01], [-0.02, 0.23, -0.01], [-0.03, 0.22, 0.05], [0.01, -0.02, 0.01], [0.00, 0.01, 0.00], [-0.02, 0.07, 0.01], [0.00, 0.09, -0.04]]}